# 1
DFT (ωB97M-V/def2-TZVPD) results for a structure of composition C13H17ClOZr in a non-equilibrium geometry.

```
33
Properties=species:S:1:pos:R:3:forces:R:3
C -2.7615 -1.0660 -0.3694 -0.36 0.94 -1.43
C -2.0114 -1.2208 -1.6222 -1.56 0.03 0.60
C -1.5891 0.0536 -2.0506 -1.05 0.71 0.71
H -1.9628 -2.1474 -2.2146 0.31 0.53 0.63
C -2.0437 1.0467 -1.0993 -0.41 -1.43 0.12
C -2.7487 0.3547 -0.0473 -0.84 -0.25 -1.59
H -3.2396 0.8401 0.7925 0.18 -0.25 -0.17
H -3.2945 -1.8574 0.1542 0.29 0.30 -0.08
H -1.1675 0.3005 -3.0232 0.34 -0.22 0.52
H -1.9345 2.1311 -1.2050 0.24 -0.61 0.28
Zr -0.6505 -0.5309 0.3302 5.01 1.29 -1.01
Cl -0.4388 -2.6620 1.3321 -0.13 -0.06 0.12
C 3.0137 0.3127 0.1115 -0.23 -0.52 -0.61
C 2.4500 1.4991 -0.3931 -0.10 0.08 -0.51
C 1.7003 1.1850 -1.5586 -0.33 0.22 0.81
H 2.6043 2.5020 0.0104 -0.10 -0.36 -0.13
C 1.7689 -0.2241 -1.7519 -0.95 -0.14 0.28
C 2.5998 -0.7645 -0.7338 0.00 0.27 0.95
H 2.9484 -1.7928 -0.6670 -0.17 0.22 0.00
H 3.7099 0.2390 0.9441 -0.28 -0.03 -0.14
H 1.1980 1.8882 -2.2259 0.16 -0.18 0.29
H 1.3798 -0.7451 -2.6263 0.22 0.02 0.22
C 0.8222 1.1453 3.8263 0.47 0.50 -0.45
C -0.5054 1.1572 3.0758 -1.09 -0.61 0.65
C -1.3879 2.3870 3.3732 0.43 0.29 0.10
O -0.4124 0.7874 1.6886 0.14 0.22 0.66
H 1.4470 2.0491 3.6690 -0.39 -0.50 -0.20
H 1.3929 0.2576 3.5489 0.05 0.11 -0.07
H 0.6431 1.0850 4.8999 -0.22 0.01 0.00
H -1.0849 0.3213 3.4974 0.14 0.07 0.13
H -0.8897 3.3662 3.2363 -0.12 -0.55 -0.25
H -2.3199 2.3597 2.8024 0.17 0.03 -0.07
H -1.6757 2.3541 4.4388 0.16 -0.11 -0.36
```
Positions in Å, forces in eV/Å.

## Properties
**E_HOMO**: -0.2558 hartree
**HOMO-LUMO gap**: 0.2352 hartree



# 2
DFT (ωB97M-V/def2-TZVPD) results for an isolated molecule of C5H8O2 in a non-equilibrium geometry.

```
15
Properties=species:S:1:pos:R:3:forces:R:3
O 1.2458 -2.3676 0.3491 0.45 -0.25 -0.01
C 0.3654 -1.7598 -0.1745 -1.60 0.88 -0.23
C -0.8438 -1.1517 0.5149 0.52 0.40 1.04
C -0.6028 0.3606 0.8006 0.07 -0.32 -0.37
C -0.2347 1.1129 -0.4726 0.60 0.79 0.04
C 1.2630 1.2291 -0.6940 0.09 0.10 0.25
O 1.8010 1.5085 -1.7286 -0.15 -0.24 -0.12
H 0.2762 -1.5023 -1.2568 0.88 -0.48 -0.10
H -1.7063 -1.2466 -0.1460 -0.03 -0.01 -0.02
H -1.0493 -1.6440 1.4668 0.02 -0.18 -0.11
H -1.4734 0.7633 1.3178 -0.18 0.06 -0.35
H 0.2180 0.5576 1.4995 0.01 -0.56 0.10
H -0.6948 0.7687 -1.3967 -0.28 0.14 0.07
H -0.4108 2.1935 -0.3291 -0.55 -0.22 -0.17
H 1.8465 1.1777 0.2495 0.15 -0.13 -0.01
```
Positions in Å, forces in eV/Å.

## Properties
**E_HOMO**: -0.3658 hartree
**HOMO-LUMO gap**: 0.3890 hartree
**SMILES string**: O=CCCCC=O



# 3
DFT (ωB97M-V/def2-TZVPD) results for a cluster of 2 separate species, C5H8S in total in a non-equilibrium geometry.

```
14
Properties=species:S:1:pos:R:3:forces:R:3
C 0.0154 -0.6157 -0.9489 -1.21 0.12 -0.81
C 0.8232 -0.4892 0.0479 -1.87 0.66 -1.97
C -1.7602 0.2498 -2.2114 5.58 3.01 0.00
C 1.4282 -0.2126 2.4950 2.32 -5.43 -1.84
C 1.6250 -0.1875 1.0012 3.88 1.53 2.05
S -2.3216 1.8225 -1.7598 -0.48 -0.01 0.33
H 0.0316 -1.4005 -1.6546 -0.03 -1.04 -0.26
H -0.9565 0.5092 -3.0190 -1.68 -1.04 1.33
H -2.4094 -0.5115 -2.4277 -1.33 -2.02 -0.12
H 0.4656 -0.4048 2.6583 -4.16 -0.52 0.96
H 1.6774 0.6850 2.8577 1.34 3.10 1.80
H 1.9443 -1.1644 2.9795 -0.41 2.28 -0.77
H 2.6914 0.2489 0.8430 -1.96 -0.65 -0.68
H -3.2544 1.4708 -0.8612 0.00 0.02 -0.02
```
Positions in Å, forces in eV/Å.

## Properties
**E_HOMO (spin up / spin down)**: -0.2839 / -0.2790 hartree
**HOMO-LUMO gap (spin up / spin down)**: 0.2808 / 0.2709 hartree



# 4
DFT (ωB97M-V/def2-TZVPD) results for a structure of composition C2H2O2PPd in a non-equilibrium geometry.

```
8
Properties=species:S:1:pos:R:3:forces:R:3
P 1.5279 -0.6109 -1.4780 -1.63 2.83 0.51
O 0.9937 0.8449 -1.6486 1.65 -2.85 -1.02
C -1.1761 -0.2134 0.5552 -2.24 -0.71 2.66
H -1.5100 -1.2549 0.6533 0.20 0.21 -1.00
H -1.9266 0.4936 0.9154 0.26 0.13 -0.45
C 0.1525 0.0803 0.6748 0.81 -2.64 -1.63
O 0.9113 -0.9363 -0.0019 -0.08 -0.65 0.33
Pd 1.0275 1.5967 0.3297 1.04 3.68 0.61
```
Positions in Å, forces in eV/Å.

## Properties
**Charge**: +1
**<S²>**: 2.02
**E_HOMO (spin up / spin down)**: -0.4959 / -0.5550 hartree
**HOMO-LUMO gap (spin up / spin down)**: 0.2887 / 0.2617 hartree
**2S+1**: 3



# 5
DFT (ωB97M-V/def2-TZVPD) results for an isolated molecule of C7H8O in a non-equilibrium geometry.

```
16
Properties=species:S:1:pos:R:3:forces:R:3
C 2.6439 0.6971 -0.0266 -0.39 -1.65 0.71
C 1.4009 0.2013 -0.0278 -0.69 -0.31 -0.80
C 0.9434 -1.2977 -0.0495 -0.73 1.31 1.81
C -0.5651 -1.1358 -0.1034 0.79 -2.05 0.05
C -1.0021 0.0876 -0.1167 -3.16 1.65 0.40
C -2.5133 0.4222 0.0442 1.06 -0.36 -0.77
C 0.0609 1.0553 -0.0997 2.38 2.83 0.49
O -0.0169 2.3052 -0.0710 0.17 -3.32 -0.14
H 2.8289 1.7207 0.1258 -0.09 1.34 -0.24
H 3.5551 0.0773 0.0394 -0.73 0.07 -0.22
H 1.1464 -1.7966 0.9271 0.13 0.46 -0.42
H 1.3579 -1.9667 -0.7635 0.40 -0.17 -1.02
H -1.3116 -1.9230 0.0102 0.60 -0.30 -0.20
H -2.7845 1.1573 -0.7253 -0.05 -0.16 0.18
H -2.6607 0.9444 1.0282 -0.24 -0.97 -0.80
H -3.0832 -0.5487 -0.1915 0.54 1.64 0.96
```
Positions in Å, forces in eV/Å.

## Properties
**E_HOMO**: -0.3519 hartree
**HOMO-LUMO gap**: 0.3545 hartree
**SMILES string**: C=C1CC=C(C)C1=O



# 6
DFT (ωB97M-V/def2-TZVPD) results for a structure of composition C25H32CrN7O5S.

```
71
Properties=species:S:1:pos:R:3:forces:R:3
Cr -0.3945 -0.0195 1.0781 -0.02 -0.21 -0.30
C -2.1469 0.7323 -1.6206 0.00 0.01 -0.03
N -0.8818 0.7886 -0.8934 0.02 -0.04 0.27
C 0.0849 1.4662 -1.4020 -0.08 -0.04 -0.06
C 1.3234 1.5677 -0.7059 0.15 -0.01 -0.01
C 2.5501 2.1315 -1.0689 0.00 -0.02 0.03
C 3.4159 1.8754 0.0030 0.01 0.03 -0.04
C 2.6640 1.1755 0.9533 0.00 -0.06 0.02
N 1.4054 0.9845 0.5305 -0.05 -0.03 0.01
C -2.7390 2.0970 -1.8786 -0.03 0.00 -0.02
C -2.9226 2.9914 -0.8238 0.04 0.01 0.01
C -3.4730 4.2417 -1.0519 0.00 0.00 0.02
C -3.8489 4.6219 -2.3358 0.00 0.00 -0.02
C -3.6627 3.7427 -3.3903 0.00 0.00 0.00
C -3.1072 2.4889 -3.1598 -0.02 -0.02 0.01
H -2.8307 0.1375 -1.0171 -0.03 0.02 -0.02
H -2.0206 0.1894 -2.5610 0.03 -0.01 -0.01
H -0.0234 1.9766 -2.3626 -0.02 0.00 -0.02
H 2.7709 2.6573 -1.9865 0.00 0.00 0.01
H 4.4519 2.1643 0.0926 0.00 -0.01 0.00
H 2.9908 0.7978 1.9132 -0.01 0.01 0.00
H -2.6033 2.7030 0.1717 -0.01 0.00 -0.01
H -3.6057 4.9288 -0.2247 0.00 0.00 0.00
H -4.2770 5.6012 -2.5112 0.00 0.00 0.00
H -3.9430 4.0313 -4.3961 0.00 0.00 0.00
H -2.9575 1.8030 -3.9865 0.00 0.00 0.01
O 2.9174 -3.3237 4.9035 0.05 0.09 -0.16
C 2.4889 -2.2325 5.5003 0.08 -0.05 -0.09
O 2.7870 -1.9471 6.6403 -0.01 -0.02 0.10
C 1.6092 -1.3288 4.7114 -0.11 0.08 0.02
C 1.0847 -0.1608 5.2230 0.04 0.00 0.01
N 0.3472 0.3974 4.2497 -0.04 0.03 0.03
N 0.3545 -0.3368 3.1364 0.02 0.04 -0.21
C 1.1133 -1.3882 3.3858 0.02 0.06 0.11
C 1.3074 -2.3800 2.2685 -0.02 -0.07 0.00
O 1.9605 -3.4189 2.5413 0.21 0.00 0.02
O 0.8033 -2.0754 1.1756 -0.18 0.01 0.20
H 2.5965 -3.3746 3.9259 -0.19 -0.09 0.16
H 1.1992 0.2824 6.1971 0.01 -0.01 0.00
H -0.1648 1.2647 4.2520 0.00 0.01 -0.01
N -3.2344 1.8836 3.9090 -0.18 0.04 -0.01
C -2.6220 1.2152 2.8782 -0.14 -0.12 0.07
O -1.7768 1.7888 2.2104 0.26 0.21 0.02
C -3.0139 -0.2358 2.7023 -0.02 0.02 0.09
C -2.2922 -0.9575 1.5683 0.05 0.12 -0.04
H -3.1671 2.8881 3.8796 0.03 0.02 0.03
H -4.0958 1.5034 4.2640 0.02 -0.02 0.05
H -4.1139 -0.2388 2.6313 0.00 -0.03 0.02
H -2.7957 -0.7012 3.6731 0.01 -0.02 -0.02
H -2.9509 -1.0113 0.6944 -0.01 0.00 0.00
H -2.1273 -1.9956 1.8751 0.05 0.00 -0.06
C 0.9028 -1.1828 -5.3886 -0.01 0.01 -0.04
C 0.9497 -0.5692 -3.9983 0.06 0.00 0.00
N 1.4657 -1.4886 -3.0007 -0.01 0.02 0.07
C 0.6948 -2.3803 -2.3309 0.04 0.19 -0.05
S -0.9441 -2.5906 -2.6541 -0.02 -0.11 -0.11
N 1.3156 -3.0961 -1.3788 -0.02 -0.02 0.03
C 2.6436 -2.8130 -0.8534 0.05 0.03 0.00
C 3.7541 -3.4365 -1.6899 0.00 0.00 -0.03
H 0.5091 -0.4598 -6.1068 0.00 -0.01 0.00
H 0.2541 -2.0584 -5.3854 0.01 0.02 0.01
H 1.8998 -1.4843 -5.7150 0.00 0.00 0.01
H -0.0467 -0.2480 -3.6971 -0.06 -0.01 -0.01
H 1.6031 0.3058 -3.9856 -0.01 0.00 0.00
H 2.3356 -1.2289 -2.5648 0.01 -0.01 -0.02
H 0.6703 -3.5335 -0.7396 0.04 0.04 0.06
H 2.6621 -3.2005 0.1633 0.02 -0.06 -0.09
H 2.7844 -1.7304 -0.7412 0.00 0.00 0.00
H 3.6535 -4.5225 -1.7048 0.00 0.00 0.01
H 4.7285 -3.1865 -1.2663 0.00 0.00 0.00
H 3.7302 -3.0884 -2.7244 0.01 0.00 0.01
```
Positions in Å, forces in eV/Å.

## Properties
**Charge**: -1
**<S²>**: 6.02
**E_HOMO (spin up / spin down)**: -0.1484 / -0.1831 hartree
**HOMO-LUMO gap (spin up / spin down)**: 0.2328 / 0.2672 hartree
**2S+1**: 5